35
Properties=species:S:1:pos:R:3 method="wB97M-V/def2-TZVPD" e_lumo_ev=0.451 gap_ev=8.726 e_homo_ev=-8.275 relative_energy_kj_mol=97.8 multiplicity=1 smiles=Cc1cc2[nH]c(COc3cc4c(cc3Cl)OCO4)nc2cc1Cl
C 5.3711 -0.4546 2.1264
C 4.0280 -0.0392 2.6196
C 3.0527 0.1524 1.6839
C 1.7718 0.5829 2.0225
N 0.6944 0.8781 1.3291
C -0.2248 1.4554 2.1881
C -1.5398 2.0251 1.7459
O -1.4757 2.6419 0.4184
C -1.3970 1.8872 -0.7268
C -2.4979 1.0392 -0.8659
C -2.5419 -0.0323 -1.7873
C -1.4099 -0.0399 -2.6043
C -0.3281 0.8305 -2.4806
C -0.2853 1.9201 -1.6557
Cl 1.0877 2.9847 -1.5734
O -1.6154 -0.9992 -3.5981
C -2.9784 -1.4922 -3.4700
O -3.5769 -0.8172 -2.2767
N 0.1464 1.3316 3.4259
C 1.4228 0.8594 3.3819
C 2.4551 0.7824 4.3442
C 3.7781 0.2769 3.9626
Cl 5.0967 0.1110 5.1700
H 5.9608 0.5354 2.1457
H 5.3444 -0.8474 1.0774
H 5.8409 -1.1247 2.8137
H 3.1362 -0.0700 0.5643
H 0.4862 0.6594 0.3237
H -1.6666 2.8730 2.4550
H -2.3362 1.2349 1.9035
H -3.4607 1.3102 -0.4130
H 0.5486 0.6462 -3.1650
H -3.5522 -1.1086 -4.3801
H -3.0401 -2.5711 -3.4713
H 2.2264 1.0997 5.2875